Record 1
{
  "formula": "C3H6N2O3",
  "method": "ωB97M-V with the def2-TZVPD basis set",
  "elements": ["H", "N", "C", "N", "O", "C", "C", "O", "O", "H", "H", "H", "H", "H"],
  "coordinates": [[-2.7313, 1.1253, -0.1904], [-2.5830, 0.3217, -0.9059], [-1.6836, -0.5594, -0.6422], [-0.8938, -0.5699, 0.4292], [-0.8371, 0.5670, 1.1706], [0.4925, -0.9875, 0.4346], [1.6410, 0.0087, -0.1171], [2.7788, -0.3241, -0.4621], [1.2336, 1.3256, -0.3163], [-1.7095, -1.6115, -1.1351], [-1.3552, 0.3497, 1.8657], [0.9310, -1.8834, -0.1418], [0.6703, -1.2270, 1.5290], [0.4314, 1.6656, 0.2203]],
  "mulliken_charge": [0.246, -0.684, 0.264, -0.016, -0.485, -0.513, 0.650, -0.549, -0.502, 0.280, 0.307, 0.307, 0.278, 0.416],
  "e_tot_ha": -453.0330,
  "smiles": "[H]/N=C\\N(O)CC(=O)O",
  "mol_weight_g_mol": 118.092,
  "orbital_gap_ev": 9.878
}



Record 2
{
  "formula": "C22H24BrFN2O2S",
  "method": "ωB97M-V with the def2-TZVPD basis set",
  "elements": ["C", "C", "C", "C", "C", "C", "O", "C", "C", "C", "C", "O", "F", "C", "Br", "C", "N", "S", "N", "C", "C", "C", "C", "C", "C", "C", "C", "C", "C", "H", "H", "H", "H", "H", "H", "H", "H", "H", "H", "H", "H", "H", "H", "H", "H", "H", "H", "H", "H", "H", "H", "H", "H"],
  "coordinates": [[-2.7893, 1.0499, 3.5525], [-2.9971, 1.6869, 2.0415], [-4.1493, 2.8844, 1.9969], [-1.6087, 2.2586, 1.3645], [-0.6943, 3.1858, 2.3604], [-0.7871, 0.9393, 0.7469], [0.5405, 0.8302, 1.3710], [1.2568, -0.3872, 0.9600], [0.8578, -1.8979, 1.5437], [-0.3987, -2.1710, 2.5934], [-1.6176, -2.8488, 1.6699], [-1.5621, -2.5868, 0.3350], [-2.6801, -3.7289, 2.2343], [1.6847, -3.2663, 1.0684], [1.1286, -5.0999, 1.7669], [2.9414, -3.2640, 0.0151], [3.7769, -4.3922, -0.5507], [4.8782, -3.5281, -1.6522], [4.4686, -1.8199, -1.5515], [3.3210, -1.7734, -0.5519], [2.5284, -0.3654, -0.1259], [3.0627, 1.0013, -0.8673], [2.0602, 1.5970, -2.0195], [1.3884, 0.4755, -3.0080], [0.2253, -0.6112, -2.6124], [-0.4420, -1.7357, -3.6021], [0.0561, -1.7667, -5.1637], [1.1926, -0.6656, -5.6356], [1.8963, 0.4444, -4.6013], [-3.4733, 1.6726, 4.2758], [-1.6864, 1.1158, 3.9511], [-3.1228, -0.0952, 3.5499], [-3.4249, 0.8209, 1.3488], [-5.2057, 2.4498, 2.3030], [-4.1961, 3.2300, 0.8575], [-3.8357, 3.8103, 2.6754], [-1.9230, 2.9492, 0.4461], [-1.3659, 4.0569, 2.8028], [0.2148, 3.7058, 1.8030], [-0.2361, 2.5986, 3.2802], [-1.4417, -0.0215, 0.8786], [-0.5913, 1.2258, -0.3953], [-0.7694, -1.1511, 3.0311], [-0.1350, -2.9586, 3.4216], [3.1187, 1.8348, -0.0146], [4.1933, 0.8741, -1.2288], [2.7335, 2.2931, -2.7173], [1.2245, 2.3299, -1.5887], [-0.1444, -0.6077, -1.4863], [-1.2554, -2.4794, -3.1553], [-0.4226, -2.5684, -5.8964], [1.4928, -0.7061, -6.7904], [2.7137, 1.1763, -5.0304]],
  "mulliken_charge": [-0.902, 0.263, -1.225, -0.204, -1.079, 0.389, -0.411, 0.365, 0.578, -0.762, 0.580, -0.380, -0.292, -0.244, -0.156, 0.453, -0.506, 0.195, -0.482, 0.115, 0.240, -0.828, -0.406, 0.468, 0.356, -0.394, -0.378, -0.373, -0.604, 0.349, 0.223, 0.128, 0.389, 0.352, 0.327, 0.252, 0.378, 0.278, 0.314, 0.206, -0.130, -0.058, 0.054, 0.467, 0.285, 0.370, 0.346, 0.215, -0.165, 0.312, 0.272, 0.245, 0.214],
  "e_tot_ha": -4183.9354,
  "smiles": "CC(C)[C@@H](C)COc1c(CC(=O)F)c(Br)c2nsnc2c1CCc1ccccc1",
  "mol_weight_g_mol": 479.415,
  "orbital_gap_ev": 6.483
}



Please write out number 1 again, unchanged.
{
  "formula": "C3H6N2O3",
  "method": "ωB97M-V with the def2-TZVPD basis set",
  "elements": ["H", "N", "C", "N", "O", "C", "C", "O", "O", "H", "H", "H", "H", "H"],
  "coordinates": [[-2.7313, 1.1253, -0.1904], [-2.5830, 0.3217, -0.9059], [-1.6836, -0.5594, -0.6422], [-0.8938, -0.5699, 0.4292], [-0.8371, 0.5670, 1.1706], [0.4925, -0.9875, 0.4346], [1.6410, 0.0087, -0.1171], [2.7788, -0.3241, -0.4621], [1.2336, 1.3256, -0.3163], [-1.7095, -1.6115, -1.1351], [-1.3552, 0.3497, 1.8657], [0.9310, -1.8834, -0.1418], [0.6703, -1.2270, 1.5290], [0.4314, 1.6656, 0.2203]],
  "mulliken_charge": [0.246, -0.684, 0.264, -0.016, -0.485, -0.513, 0.650, -0.549, -0.502, 0.280, 0.307, 0.307, 0.278, 0.416],
  "e_tot_ha": -453.0330,
  "smiles": "[H]/N=C\\N(O)CC(=O)O",
  "mol_weight_g_mol": 118.092,
  "orbital_gap_ev": 9.878
}